This record from the OMol25 dataset describes a molecular structure, C40H41N5O4Rh. The level of theory is the ωB97M-V functional and the def2-TZVPD basis.

Last column: Löwdin charge in e.
Element x y z (Å)
C  -0.116  -0.222  -3.721  -0.180
C  1.695  2.246  -1.290  -0.032
C  -1.372  -5.425  -0.939  -0.069
C  -2.743  -5.504  -1.109  -0.100
H  0.974  -4.525  0.939  0.081
C  -1.241  -2.538  2.443  -0.493
C  -2.068  0.296  -2.172  -0.061
C  -3.001  -3.444  0.111  -0.231
H  -2.737  3.233  1.773  0.081
H  2.247  0.893  -6.610  0.093
H  3.532  3.529  4.501  0.128
H  -0.562  0.113  6.281  0.099
C  -0.473  0.980  3.016  -0.169
H  -2.885  5.007  -0.856  0.103
H  0.830  2.552  -5.437  0.100
C  4.550  2.062  2.048  -0.454
C  -0.955  -1.307  3.243  -0.180
N  -0.364  1.575  0.706  -0.015
H  -2.587  -0.077  -1.285  0.061
C  1.505  -0.750  -5.445  -0.094
H  0.990  -1.248  -1.707  0.052
N  1.853  -0.435  1.438  0.052
H  -4.762  -2.219  0.050  0.074
H  -1.116  5.751  -2.398  0.090
N  -1.082  -2.348  1.105  -0.027
H  1.533  1.173  -1.182  0.047
H  4.452  4.025  2.358  0.144
C  3.833  -1.611  2.073  -0.053
C  -0.915  -1.224  4.621  0.020
N  3.884  3.191  2.465  0.100
C  0.799  1.508  -5.147  -0.088
C  -3.547  -4.503  -0.596  -0.066
H  1.935  -2.498  1.561  0.082
H  1.195  -4.995  -0.751  0.073
C  0.036  -0.806  -1.384  -0.019
H  -2.782  0.369  -2.991  0.090
C  0.403  2.987  -1.153  -0.212
C  0.175  4.108  -1.938  -0.073
H  -0.619  1.863  -3.610  0.099
H  -4.619  -4.546  -0.730  0.103
H  -3.328  -1.428  0.743  0.053
H  1.942  1.617  1.454  0.093
H  -0.119  2.087  4.809  0.117
C  -0.575  2.603  -0.217  -0.225
H  -1.693  1.287  -1.940  0.051
C  -0.615  0.027  5.206  -0.053
C  0.666  -1.142  -4.420  -0.046
C  -0.383  1.121  4.407  0.004
H  2.142  2.441  -2.263  0.075
C  -1.786  3.323  -0.143  -0.220
C  4.523  -0.430  2.207  0.006
H  1.025  -3.279  -0.320  0.046
H  2.092  -1.493  -5.968  0.096
H  -2.907  1.767  0.810  0.071
H  -2.176  -1.992  -3.753  0.097
C  -1.612  -2.040  -2.820  -0.022
C  -0.936  -0.677  -2.526  -0.551
H  0.928  4.400  -2.656  0.104
H  -0.883  -2.844  -2.878  0.072
H  -4.206  -2.636  1.677  0.084
O  5.702  2.148  1.631  0.048
H  -1.096  -2.100  5.217  0.111
N  -0.778  -0.233  2.485  0.004
H  1.263  4.000  2.914  0.043
H  0.635  -2.186  -4.155  0.103
C  -0.301  2.015  2.021  -0.473
H  5.572  -0.397  2.454  0.116
H  -3.845  3.214  0.397  0.074
C  1.585  0.582  -5.813  -0.108
C  -0.981  4.855  -1.813  -0.098
O  -0.098  3.214  2.309  -0.008
H  2.406  2.564  -0.528  0.076
C  -0.037  1.111  -4.118  -0.030
O  2.053  4.316  3.416  -0.051
H  -2.298  -2.282  -2.013  0.068
H  2.478  2.309  3.717  0.116
C  -0.792  -4.373  -0.247  -0.220
H  4.319  -2.558  2.250  0.101
C  -1.964  4.445  -0.931  -0.059
C  3.824  0.788  2.025  -0.109
C  -1.613  -3.380  0.306  -0.225
C  2.489  0.705  1.636  -0.091
H  -3.177  -6.338  -1.643  0.090
Rh  -0.387  -0.468  0.563  0.891
C  0.694  -4.292  -0.088  -0.046
H  -0.731  -6.198  -1.348  0.100
C  2.959  3.288  3.586  -0.290
C  -3.882  -2.368  0.672  -0.041
C  -2.885  2.856  0.762  -0.036
C  2.499  -1.590  1.688  -0.089
O  -1.585  -3.597  2.961  0.023

Values from the calculation:
largest force on an atom: 4.4 eV/A
2S+1: 1
E: -60796.553 eV
total charge: -1
LUMO (spin up / spin down): 2.34 / 2.34 eV
frontier orbital gap (spin up / spin down): 5.73 / 5.70 eV
HOMO energy (spin up / spin down): -3.382 / -3.366 eV